P | 8
Properties=species:S:1:pos:R:3:mulliken_charge:R:1 method="wB97M-V/def2-TZVPD" multiplicity=1 total_charge=0
C -0.134 -0.388 0.004 -0.262
C 0.663 -1.595 -0.457 0.284
F -1.452 -0.644 -0.288 -0.267
F 0.744 -1.939 -1.691 -0.148
Cl 0.771 -2.832 0.687 -0.053
I 3.282 0.141 0.111 -0.129
H -0.192 -0.177 1.039 0.347
H 0.329 0.623 -0.447 0.228

Q | 8
Properties=species:S:1:pos:R:3:mulliken_charge:R:1 method="wB97M-V/def2-TZVPD" multiplicity=1 total_charge=0
C -0.505 0.255 -0.325 0.195
C 3.087 0.978 -0.329 -0.101
F -0.849 0.063 -1.614 -0.247
F 3.353 2.249 -0.258 -0.065
Cl -1.005 1.869 0.202 -0.168
I 4.695 -0.201 0.015 0.112
H -0.819 -0.377 0.432 0.232
H 0.536 0.135 -0.467 0.042

Stability ranking, top entry: P; the second entry is 113.9 kJ/mol less favorable.

P | 20
Properties=species:S:1:pos:R:3:mulliken_charge:R:1 method="wB97M-V/def2-TZVPD" multiplicity=1 smiles=CCC.CCO total_charge=0
C -0.652 -2.184 0.481 -0.154
C 0.420 -2.549 -0.529 -0.911
O -1.403 -3.347 0.804 -0.540
H -0.176 -1.786 1.386 0.257
H -1.322 -1.420 0.077 0.244
H 1.024 -1.676 -0.759 0.208
H -2.159 -3.119 1.355 0.300
H -0.039 -2.912 -1.445 0.290
H 1.066 -3.305 -0.086 0.311
C -0.108 1.546 -0.072 0.202
C 1.115 1.582 -1.000 -1.167
C -0.242 2.839 0.732 -1.307
H -1.022 1.390 -0.647 0.287
H 0.020 0.708 0.616 0.038
H 1.247 0.606 -1.467 0.267
H 0.653 2.992 1.341 0.328
H -0.298 3.701 0.066 0.335
H 2.025 1.838 -0.460 0.296
H 0.948 2.305 -1.800 0.371
H -1.095 2.791 1.408 0.342

Q | 20
Properties=species:S:1:pos:R:3:mulliken_charge:R:1 method="wB97M-V/def2-TZVPD" multiplicity=1 smiles=CC(C)O.CC total_charge=0
C -1.280 -0.742 0.313 1.405
C -0.727 -2.150 0.223 -1.199
C -1.910 -0.296 -1.009 -1.292
O -2.187 -0.689 1.417 -0.575
H -0.453 -0.049 0.534 -0.582
H -0.765 -2.762 1.163 0.352
H -2.636 0.472 -0.805 0.421
H -1.178 0.201 -1.645 0.298
H -2.303 -1.196 -1.520 0.345
H -2.987 -0.193 1.221 0.305
H 0.418 -2.261 0.226 0.270
H -1.069 -2.759 -0.623 0.207
C 1.797 1.112 0.670 -0.484
C 2.435 1.993 -0.469 -1.012
H 2.314 1.283 1.623 0.314
H 0.747 1.404 0.526 0.128
H 1.894 0.066 0.426 0.168
H 2.207 1.599 -1.459 0.304
H 3.501 1.943 -0.635 0.355
H 2.182 3.024 -0.174 0.273

Stability ranking, top entry: P; the second entry is 96.1 kJ/mol less favorable.

P | 20
Properties=species:S:1:pos:R:3:mulliken_charge:R:1 method="wB97M-V/def2-TZVPD" multiplicity=1 smiles=CCC.CCO total_charge=0
C -0.607 -0.114 -1.159 -0.214
C 0.887 -0.230 -1.425 -1.045
C -1.580 0.154 -2.316 -1.275
H -0.937 -1.016 -0.621 0.299
H -0.832 0.561 -0.336 0.318
H 1.108 -1.141 -1.979 0.386
H 1.398 -0.388 -0.477 0.283
H -1.620 1.228 -2.487 0.338
H -1.253 -0.537 -3.093 0.312
H 1.188 0.713 -1.881 0.284
H -2.606 -0.134 -2.088 0.319
C 0.067 -0.285 2.053 -0.099
C 0.801 1.057 1.909 -0.996
O 1.074 -1.290 2.040 -0.522
H -0.386 -0.159 3.039 0.319
H -0.648 -0.417 1.268 0.155
H 0.720 1.366 0.860 0.170
H 0.689 -2.140 2.299 0.273
H 1.871 0.844 1.864 0.316
H 0.667 1.928 2.531 0.379

Q | 20
Properties=species:S:1:pos:R:3:mulliken_charge:R:1 method="wB97M-V/def2-TZVPD" multiplicity=1 smiles=CCC(C)C.O total_charge=0
C -0.570 1.090 -1.869 -1.038
C 0.670 0.893 -0.963 -0.676
C 0.673 -0.325 -0.028 0.769
C 1.907 -1.221 -0.039 -1.512
C 0.148 -0.041 1.388 -0.761
H -0.607 2.166 -1.930 0.334
H -1.451 0.665 -1.395 0.260
H -0.390 0.638 -2.840 0.296
H 0.905 1.780 -0.356 0.374
H 1.584 0.990 -1.565 0.400
H -0.145 -0.902 -0.466 0.077
H 1.801 -1.967 0.739 0.414
H 2.026 -1.667 -1.027 0.362
H 2.793 -0.591 0.077 0.329
H 0.565 0.856 1.838 0.339
H -0.927 -0.114 1.507 -0.330
H 0.544 -0.853 2.007 0.371
H -2.956 -0.344 0.876 0.333
H -3.027 -0.551 2.426 0.313
O -3.543 -0.502 1.622 -0.654

R | 20
Properties=species:S:1:pos:R:3:mulliken_charge:R:1 method="wB97M-V/def2-TZVPD" multiplicity=1 smiles=CC(C)O.CC total_charge=0
C -0.256 -1.195 -0.396 0.883
C -0.014 -0.210 -1.519 -1.498
C -1.306 -2.246 -0.792 -1.267
O 0.966 -1.872 -0.039 -0.561
H -0.581 -0.721 0.534 -0.047
H 0.417 -0.695 -2.397 0.431
H -2.051 -2.427 -0.020 0.327
H -1.846 -1.999 -1.701 0.327
H -0.801 -3.190 -0.991 0.308
H 1.629 -1.705 -0.719 0.324
H 0.640 0.587 -1.168 0.315
H -0.942 0.324 -1.703 0.398
C 0.873 2.565 0.836 -0.788
C -0.262 2.595 1.838 -0.779
H 1.468 3.483 0.778 0.376
H 1.610 1.773 0.975 0.290
H 0.575 2.411 -0.198 0.184
H 0.108 2.909 2.818 0.278
H -1.027 3.287 1.508 0.259
H -0.699 1.618 2.021 0.243

Stability ranking, top entry: R; the second entry is 12.3 kJ/mol less favorable.

P | 20
Properties=species:S:1:pos:R:3:mulliken_charge:R:1 method="wB97M-V/def2-TZVPD" multiplicity=1 smiles=CC(C)(C)C.O total_charge=0
C -0.056 0.614 0.591 1.742
C 0.826 -0.287 1.360 -1.519
C 0.500 0.658 -0.838 -0.503
C -0.005 2.060 1.139 -1.679
C -1.486 0.045 0.658 -1.639
H 0.130 -1.829 -1.958 0.009
H 0.721 -2.667 -3.096 0.276
H 0.784 -1.228 0.735 0.384
H 1.890 0.079 1.311 0.360
H 0.572 -0.436 2.423 0.376
H 0.179 1.560 -1.422 0.349
H 1.632 0.781 -0.980 0.368
H 0.165 -0.369 -1.302 -0.213
H -0.728 2.654 0.492 0.388
H 0.988 2.638 1.242 0.278
H -0.471 1.934 2.060 0.483
H -1.771 -0.117 1.664 0.435
H -2.181 0.641 0.145 0.455
H -1.509 -0.911 0.094 0.332
O 0.116 -2.658 -2.358 -0.682

Q | 20
Properties=species:S:1:pos:R:3:mulliken_charge:R:1 method="wB97M-V/def2-TZVPD" multiplicity=1 smiles=CCC(C)C.O total_charge=0
C -1.451 -0.501 -1.621 -1.211
C 1.020 -1.701 0.237 -1.299
C 0.272 -0.016 1.861 -1.587
C -0.623 0.171 -0.517 -0.354
C -0.135 -0.781 0.625 0.643
H -0.858 -1.417 -1.785 0.231
H -1.465 0.081 -2.558 0.342
H -2.485 -0.791 -1.371 0.315
H 1.846 -1.032 -0.055 0.335
H 0.761 -2.337 -0.626 0.328
H 1.365 -2.349 1.060 0.383
H 1.206 0.520 1.622 0.308
H 0.466 -0.701 2.704 0.392
H -0.487 0.720 2.175 0.375
H 0.282 0.558 -1.022 0.250
H -1.220 1.040 -0.181 0.361
H -1.025 -1.283 1.056 0.178
O 1.023 3.030 -0.797 -0.630
H 0.060 3.103 -0.608 0.328
H 1.445 3.684 -0.195 0.311

Stability ranking, top entry: Q; the second entry is 54.1 kJ/mol less favorable.